The following is a DFT calculation (wB97M-V/def2-TZVPD) of 8 unconnected molecules or ions with the total composition C20H56ClN2O17 in a non-equilibrium geometry.

Each line ends with the Mulliken charge.
Atoms and positions in Å:
H1 4.00 10.54 -12.72  0.140
C1 3.38 9.33 -15.67  -0.390
O1 2.22 5.51 -10.06  -0.604
C2 4.32 4.89 -5.37  -0.323
H2 0.93 -3.19 -11.70  0.420
H3 2.48 9.30 -17.39  0.442
H4 2.54 -5.03 -10.64  0.433
H5 3.33 0.43 -13.06  0.377
H6 0.82 8.33 -14.87  0.146
H7 3.24 11.54 -18.21  0.327
H8 1.77 0.87 -13.84  0.304
O2 5.01 5.87 -6.17  -0.539
H9 3.35 3.24 -12.28  0.299
C3 2.25 0.49 -12.94  -0.557
H10 4.25 9.10 -3.91  0.326
H11 4.97 12.60 -17.12  0.415
H12 2.30 7.29 -13.02  0.011
H13 2.55 2.63 -10.32  0.333
H14 5.29 9.21 -9.52  0.179
C4 2.02 9.28 -3.55  -0.531
O3 3.51 6.76 -8.40  -0.651
O4 3.03 8.24 -5.36  -0.364
O5 6.17 3.29 -5.59  -0.537
H15 2.69 11.86 -9.05  0.367
H16 2.11 13.27 -16.61  0.263
O6 3.41 4.08 -12.75  -0.632
C5 4.76 3.41 -5.70  -0.412
C6 2.76 -3.96 -10.71  -0.652
H17 3.26 -1.45 -11.82  0.182
H18 3.76 4.69 -12.11  0.325
H19 3.26 4.95 -5.62  0.294
O7 2.79 13.60 -18.42  -0.417
C7 1.25 7.54 -12.92  0.379
C8 3.09 13.43 -17.05  -0.680
H20 5.21 -4.70 -9.46  0.299
H21 1.76 6.15 -15.03  0.342
C9 4.04 12.20 -16.72  -0.503
N1 2.32 -1.65 -11.53  -0.197
H22 1.25 -1.45 -13.39  0.465
O8 0.81 6.27 -14.94  -0.550
H23 2.80 8.41 -15.61  0.161
O9 2.28 8.45 -2.36  -0.546
H24 4.85 -2.92 -9.28  0.313
H25 1.76 10.29 -3.24  0.344
O10 3.00 11.28 -8.35  -0.494
C10 3.85 14.29 -19.10  -0.663
H26 6.61 4.02 -6.04  0.339
H27 1.54 8.75 -11.40  0.322
H28 4.43 4.99 -4.29  0.370
C11 4.21 9.90 -13.57  -0.988
O11 3.92 7.06 -10.77  -0.538
C12 2.01 -3.07 -11.70  -0.707
H29 2.34 0.81 -10.11  0.343
H30 3.46 10.08 -5.10  0.265
H31 5.10 11.68 -8.51  0.339
C13 4.97 9.88 -8.71  0.040
H32 4.72 13.64 -19.11  0.270
H33 2.01 7.56 -2.59  0.307
H34 3.73 14.56 -20.15  0.286
H35 3.82 7.96 -5.82  0.159
H36 0.69 6.79 -12.37  0.316
H37 2.94 9.38 -9.17  0.093
H38 3.69 1.42 -10.90  0.414
C14 3.31 9.22 -4.45  -0.245
H39 4.28 8.95 -13.03  0.483
C15 2.63 1.63 -10.77  -0.888
H40 4.76 5.80 -7.09  0.290
H41 3.37 14.43 -16.72  0.515
O12 1.04 8.79 -12.22  -0.630
H42 6.09 -3.43 -10.32  0.247
C16 1.51 -0.86 -12.52  -0.734
H43 2.34 -3.28 -12.72  0.434
H44 4.45 2.88 -6.60  0.228
C17 5.11 -3.73 -9.96  -0.709
H45 2.50 -3.51 -9.75  0.314
H46 1.86 10.66 -16.46  0.285
H47 5.02 9.39 -7.74  0.046
H48 0.64 -0.60 -11.93  0.347
C18 3.53 10.29 -9.08  -0.038
N2 3.69 11.03 -17.47  -0.341
Cl1 3.51 6.15 -9.71  1.578
H49 4.04 15.20 -18.53  0.287
H50 4.34 2.83 -4.88  0.311
O13 5.77 11.02 -8.67  -0.577
O14 3.17 10.06 -14.50  -0.312
H51 -0.48 7.61 -13.95  0.364
O15 4.15 -3.90 -11.02  -0.367
O16 4.45 5.09 -9.65  -0.737
C19 0.56 7.49 -14.22  -0.695
H52 1.15 8.94 -4.10  0.248
C20 2.77 10.14 -16.77  -0.639
O17 2.00 1.56 -12.02  -0.417
H53 4.11 12.12 -15.63  0.090
H54 4.41 9.08 -15.90  0.485
H55 5.10 10.41 -13.94  0.434
H56 3.43 10.69 -10.09  0.069

The total energy is -2643.94930 hartree. The calculation puts the energy above the lowest of the compared OMol25 structures with the same formula, charge and spin at 57.53 kcal/mol. Its orbital gap is 9.454 eV. As for the total charge: -1.

***

The following is a DFT calculation (wB97M-V/def2-TZVPD) of 12 unconnected molecules or ions with the total composition C20H56O12 in a non-equilibrium geometry.

Each line ends with the Mulliken charge.
Atoms and positions in Å:
H1 1.25 5.10 -2.56  0.261
H2 -4.56 0.99 -1.10  0.354
H3 1.05 -0.98 -3.67  -0.421
C1 3.52 1.42 -3.89  -1.468
H4 -1.87 1.88 1.96  -0.613
C2 -2.44 2.45 2.69  0.353
H5 2.97 -3.61 -2.12  0.394
O1 -4.29 0.52 0.88  -0.582
H6 -0.61 0.77 5.98  0.421
O2 -1.65 -0.01 -4.82  -0.572
H7 0.12 -3.72 -1.05  0.423
H8 -0.40 -4.45 3.22  0.041
H9 2.42 1.63 1.72  -0.143
O3 1.58 2.44 3.48  -0.451
C3 0.32 -0.04 0.15  1.188
O4 1.60 1.78 -2.52  -0.268
O5 3.58 -2.13 -4.68  -0.600
H10 -0.01 -0.61 5.08  0.217
H11 -1.94 3.82 -0.84  0.586
C4 -3.45 -2.52 2.64  -0.674
H12 3.57 2.40 2.86  0.419
H13 4.40 -2.62 -2.44  0.381
H14 -0.48 -1.49 2.66  -0.442
O6 -2.06 -0.22 4.94  -0.546
H15 0.48 -5.03 1.86  0.125
C5 0.62 -1.35 0.83  0.334
H16 -3.37 -3.19 1.79  0.231
C6 -0.98 3.32 -0.76  0.291
H17 -1.82 3.26 3.08  0.385
H18 -1.12 -2.12 -1.86  -0.029
C7 -0.91 0.97 -4.09  0.373
H19 -0.97 2.78 0.19  -0.365
H20 0.99 -2.40 2.61  0.220
O7 0.94 4.50 0.05  -0.598
H21 -2.37 -0.92 3.13  0.180
H22 -3.03 -3.00 3.52  0.306
H23 1.13 -0.60 2.70  -0.246
H24 0.28 -0.22 -0.92  -0.031
C8 -0.70 0.23 5.04  -0.438
C9 2.65 1.82 2.77  -0.283
H25 2.87 1.43 -4.77  0.264
O8 1.65 -4.61 3.48  -0.515
H26 0.19 -6.11 3.30  0.326
H27 1.67 3.39 3.37  0.263
H28 -2.36 -3.30 -1.36  0.222
H29 0.15 0.77 -4.17  -0.137
O9 -3.68 2.93 2.20  -0.627
H30 3.10 2.15 -0.50  -0.020
H31 -0.39 4.62 -2.88  0.269
O10 -0.53 -4.12 -1.65  -0.586
H32 4.47 1.29 -1.34  0.392
H33 1.05 0.72 0.43  -0.582
H34 3.01 -1.86 -1.64  0.049
H35 -1.28 1.01 -3.07  -0.337
C10 0.16 4.30 -0.85  0.691
H36 -0.91 2.45 -1.43  -0.356
C11 -3.91 0.37 -0.48  -0.537
H37 -2.68 1.83 3.56  0.247
H38 -0.60 0.37 0.57  -0.547
H39 -0.13 6.10 -1.97  0.404
H40 -1.80 -3.30 -3.04  0.349
C12 1.33 -2.02 -3.87  0.421
H41 -0.43 0.86 4.19  0.030
C13 0.43 -5.11 2.94  -0.282
C14 3.67 2.03 -1.41  -1.030
H42 2.80 0.85 3.23  0.262
C15 2.80 1.70 -2.60  0.884
H43 -3.87 -0.17 1.41  0.445
H44 -1.23 -0.12 -5.68  0.320
C16 3.32 -2.61 -2.37  -0.950
H45 -4.50 -2.31 2.85  0.280
C17 0.25 5.09 -2.13  -1.163
O11 -2.75 -1.32 2.33  -0.510
H46 -4.04 2.28 1.58  0.377
H47 4.28 2.19 -4.03  0.468
H48 1.46 -4.27 4.36  0.298
H49 -1.06 1.95 -4.56  0.359
C18 2.82 -2.22 -3.75  0.585
H50 4.02 0.45 -3.87  0.301
H51 -2.58 0.22 5.61  0.284
H52 -2.90 0.75 -0.62  0.105
H53 -4.01 -0.65 -0.86  0.319
H54 0.87 -2.62 -3.08  -0.224
H55 0.90 -2.36 -4.81  0.411
O12 0.79 -2.35 0.16  -0.644
C19 0.55 -1.44 2.33  0.613
H56 4.12 3.01 -1.61  0.424
C20 -1.49 -3.13 -2.01  -0.332

The total energy is -1698.36030 hartree. As for the SMILES: CC(C)=O.CC(C)=O.CC(C)=O.CC(C)=O.CO.CO.CO.CO.CO.CO.CO.CO. The calculation puts the energy above the lowest of the compared OMol25 structures with the same formula, charge and spin at 23.73 kcal/mol. Its orbital gap is 9.849 eV.